[1]
The following is a DFT calculation (ωB97M-V with the def2-TZVPD basis set) of one molecule with the formula C6H12FN in a non-equilibrium geometry.

XYZ file:
```
20
Properties=species:S:1:pos:R:3:forces:R:3:mulliken_charge:R:1
C -1.708 -0.018 0.486 -0.144 -0.800 -0.495 -1.55
C -0.470 -0.763 -0.051 -0.093 -0.283 0.111 1.45
C -0.716 -2.268 -0.039 -1.024 0.469 0.283 -1.79
C 0.770 -0.426 0.824 0.078 0.792 -1.422 -1.08
C 1.167 0.978 0.270 -0.350 -0.595 0.202 0.23
F 0.422 1.956 1.004 0.589 -0.500 -0.663 -0.34
C 0.735 0.919 -1.232 -0.963 0.407 1.047 -0.78
N -0.106 -0.296 -1.450 0.755 0.094 1.379 -0.55
H -2.638 -0.302 -0.041 0.538 0.046 0.045 0.35
H -1.846 -0.268 1.539 0.028 0.062 0.034 0.34
H -1.568 1.039 0.396 -0.071 0.630 0.028 0.37
H -1.554 -2.530 -0.684 -0.160 0.043 0.069 0.41
H -0.912 -2.661 0.974 0.031 0.328 -0.356 0.34
H 0.126 -2.775 -0.425 1.160 -0.687 -0.408 0.48
H 1.543 -1.199 0.668 -0.064 0.465 -0.138 0.34
H 0.556 -0.392 1.871 -0.151 0.137 0.662 0.42
H 2.222 1.262 0.376 -0.333 -0.120 0.121 0.36
H 0.155 1.810 -1.489 0.133 0.012 0.175 0.29
H 1.625 0.932 -1.832 0.344 -0.222 -0.525 0.35
H 0.567 -0.980 -1.785 -0.303 -0.278 -0.148 0.35
```
Forces are in eV/Å.

Output
Total charge: 0
Relative energy (zero: lowest compared OMol25 entry of this formula, charge and spin) (kcal per mole): 0.0
E_HOMO (eV): -9.5
Energy (eV): -10624.16252
Frontier orbital gap (eV): 10.410
SMILES: CC1(C)C[C@H](F)CN1
LUMO (eV): 0.92

***

[2]
The following is a DFT calculation (ωB97M-V with the def2-TZVPD basis set) of C30H52BrN3OsP2S as an isolated structure in a non-equilibrium geometry.

XYZ file:
```
90
Properties=species:S:1:pos:R:3:forces:R:3:mulliken_charge:R:1
N -6.492 4.784 -5.500 1.430 -1.250 0.634 0.03
C -6.368 5.277 -4.266 -1.437 2.272 1.092 -0.34
C -5.425 4.761 -3.363 0.605 -0.846 -0.519 -0.30
C -4.645 3.624 -3.703 0.242 -0.173 1.533 0.22
C -4.812 3.145 -5.011 -0.018 -0.101 -0.110 -0.23
C -5.733 3.754 -5.873 -1.184 -0.044 -2.670 -0.35
C -3.719 3.071 -2.747 -1.007 0.975 -0.708 -0.17
Os -1.251 0.477 -0.266 3.914 -0.396 1.270 0.19
P 5.118 -0.728 -0.602 -2.600 -0.295 -0.013 0.32
C -3.036 1.910 -2.825 0.043 -0.667 -0.400 -1.26
C -1.858 1.807 -1.985 -1.550 -0.231 0.476 1.36
C -0.648 1.218 -2.399 0.009 0.166 -0.865 -0.61
C 0.543 1.478 -1.695 -0.176 -0.858 0.269 -0.42
C 0.401 2.019 -0.408 1.130 -0.179 1.106 0.01
C -0.792 2.542 0.053 -2.182 1.034 0.415 -1.25
C -1.985 2.307 -0.654 -0.714 3.003 -0.826 -0.64
Br 1.772 2.233 0.936 -0.285 -0.048 -0.878 0.05
H -3.567 3.784 -1.942 0.429 -0.289 0.110 0.42
H -3.293 1.120 -3.545 0.360 0.504 0.068 0.44
H -5.297 5.252 -2.408 -0.207 0.150 0.007 0.47
H -4.224 2.332 -5.414 -0.022 0.033 -0.102 0.43
H -7.011 6.119 -3.974 0.209 -0.298 -0.134 0.42
H -5.875 3.432 -6.913 0.172 -0.140 0.321 0.43
H -0.640 0.729 -3.382 0.198 0.294 0.477 0.71
H -2.974 2.534 -0.270 0.311 0.617 -0.040 0.73
H 1.524 1.280 -2.134 -0.354 -0.443 0.348 0.78
H -0.808 3.103 0.956 -0.093 -0.036 0.724 0.65
P -0.847 -1.724 -0.453 0.797 -1.534 -0.247 1.27
C 4.522 0.952 -0.240 0.793 -0.155 0.439 0.69
C 5.641 1.968 -0.484 0.052 0.398 -0.066 -1.42
H 4.183 0.950 0.804 0.222 0.000 -0.232 0.10
H 3.650 1.114 -0.888 0.258 -0.101 0.090 -0.36
H 5.333 2.956 -0.136 0.077 -0.090 -0.053 0.39
H 6.558 1.685 0.051 -0.261 0.152 -0.159 0.41
H 5.867 2.051 -1.555 0.059 -0.036 0.239 0.37
C 4.361 -1.177 -2.206 0.918 0.134 -0.130 0.22
C 5.305 -2.198 -2.853 0.002 -0.226 -0.265 -1.32
H 4.287 -0.262 -2.812 0.094 -0.217 0.152 0.45
H 3.346 -1.569 -2.044 0.288 0.053 0.192 -0.26
H 5.015 -2.390 -3.885 0.052 -0.039 0.014 0.40
H 6.334 -1.815 -2.851 -0.238 -0.197 -0.128 0.40
H 5.284 -3.154 -2.318 0.073 0.156 -0.091 0.37
C 4.464 -1.915 0.657 1.446 -0.490 -0.526 -0.17
C 5.379 -1.916 1.889 -0.068 0.040 0.234 -1.36
H 4.522 -2.905 0.158 -0.296 0.460 0.293 0.39
H 3.420 -1.664 0.884 0.132 0.193 -0.204 0.17
H 4.887 -2.432 2.710 0.028 -0.030 0.072 0.38
H 6.321 -2.433 1.691 -0.153 0.083 -0.052 0.41
H 5.621 -0.903 2.226 -0.075 -0.082 0.027 0.36
C -0.708 -3.034 0.816 0.094 0.106 0.557 1.32
C -1.752 -4.152 0.791 -0.339 -0.179 -0.039 -1.35
H -0.723 -2.513 1.784 -0.010 -0.218 -0.272 -1.48
H 0.298 -3.468 0.717 -0.248 0.233 -0.072 0.61
H -2.714 -3.822 1.198 0.236 -0.045 -0.068 0.35
H -1.939 -4.532 -0.220 0.137 0.013 0.185 0.34
H -1.403 -4.995 1.400 -0.106 0.222 -0.164 0.43
C 0.574 -2.039 -1.601 -0.100 -0.090 0.334 -0.04
C 0.145 -2.272 -3.034 0.129 -0.087 -0.734 -1.35
H 1.159 -2.882 -1.203 -0.302 0.120 -0.152 0.76
H 1.213 -1.149 -1.534 -0.121 -0.256 0.065 -0.58
H -0.761 -2.876 -3.114 0.261 -0.095 -0.041 0.33
H -0.063 -1.323 -3.542 0.030 -0.203 0.026 0.23
H 0.943 -2.776 -3.595 -0.274 0.134 0.060 0.42
C -2.483 -1.828 -1.310 0.389 -0.324 -0.637 -1.43
C -3.699 -1.672 -0.404 -0.590 0.101 0.363 -1.29
H -2.480 -2.777 -1.856 -0.265 0.155 -0.101 0.64
H -2.489 -1.010 -2.051 0.112 -0.566 -0.072 0.73
H -4.387 -0.922 -0.813 0.115 -0.186 0.015 0.27
H -4.262 -2.606 -0.324 0.149 0.200 0.133 0.38
H -3.442 -1.329 0.605 -0.089 -0.208 -0.005 0.36
C 2.106 -0.058 4.898 0.292 -0.364 -0.099 -0.81
C 1.127 1.083 5.015 -0.049 0.870 0.211 -0.79
N 0.057 1.146 3.981 -0.351 -1.626 -0.349 -0.04
C -0.618 0.095 3.502 1.122 -0.501 0.774 0.08
S -1.752 0.250 2.151 -0.438 -0.189 -0.043 -0.30
N -0.518 -1.099 4.181 -1.275 1.340 0.038 -0.09
C -0.908 -1.165 5.664 0.717 -0.353 -0.179 -0.49
C -2.307 -0.659 5.933 -0.253 0.147 -0.374 -1.07
H 1.613 -1.011 4.743 0.170 -0.024 -0.033 0.28
H 2.675 -0.153 5.826 -0.044 0.217 -0.090 0.39
H 2.820 0.118 4.089 -0.085 -0.067 0.001 0.21
H 0.671 1.119 6.010 -0.039 0.049 -0.222 0.32
H 1.679 2.020 4.902 -0.203 -0.026 0.077 0.49
H -0.142 2.028 3.545 -0.024 0.230 -0.011 0.29
H -0.887 -1.888 3.671 -0.247 0.164 -0.023 0.18
H -0.839 -2.227 5.935 0.179 0.340 -0.149 0.48
H -0.157 -0.621 6.249 -0.242 -0.290 -0.196 0.21
H -3.047 -1.297 5.442 0.036 0.018 0.165 0.32
H -2.513 -0.638 7.009 0.093 -0.056 -0.233 0.41
H -2.445 0.348 5.534 0.013 0.065 0.169 0.28
```
Forces are in eV/Å.

Output
Total charge: +4
Relative energy (zero: lowest compared OMol25 entry of this formula, charge and spin) (kcal per mole): 63.9
2S+1: 5
E_HOMO (spin up / spin down) (eV): -16.7 / -18.1
⟨S²⟩: 6.070
Energy (eV): -138300.08756
Frontier orbital gap (spin up / spin down) (eV): 5.333 / 3.383
LUMO (spin up / spin down) (eV): -11.36 / -14.68

***

[3]
The following is a DFT calculation (ωB97M-V with the def2-TZVPD basis set) of a 5-piece molecular cluster, C14H24ClO10 overall in a non-equilibrium geometry.

XYZ file:
```
49
Properties=species:S:1:pos:R:3:forces:R:3:mulliken_charge:R:1
Cl 0.845 0.947 0.822 1.159 8.177 0.993 1.58
O 0.944 1.069 2.264 -0.876 -1.403 0.155 -0.71
O -0.478 1.236 0.344 -1.010 -1.454 0.215 -0.54
O 1.672 2.052 0.321 -0.024 -0.209 -0.131 -0.76
O 1.418 -0.194 0.328 0.829 -5.286 -1.284 -0.58
O 6.891 -2.319 3.426 0.242 0.277 0.238 -0.65
C 6.235 -1.471 2.879 0.434 -0.145 -1.307 0.54
O 4.946 -1.400 2.967 -3.933 -0.052 2.054 -0.36
C 4.278 -0.357 2.194 -0.236 -1.400 -2.229 -0.11
C 5.314 -0.107 1.110 0.834 1.821 0.903 -0.40
C 6.604 -0.441 1.859 1.210 -0.445 -0.519 -0.44
H 3.796 0.511 2.643 0.961 -0.050 1.078 0.31
H 3.427 -0.771 1.653 -0.127 -0.662 0.582 0.05
H 5.314 0.966 0.918 -0.051 -0.100 -0.628 0.28
H 5.161 -0.665 0.187 0.008 -0.066 0.250 0.23
H 6.994 0.380 2.461 0.225 0.345 -0.444 0.24
H 7.371 -0.909 1.242 0.272 0.516 -0.010 0.31
O -2.994 3.767 -2.708 0.251 -1.314 -0.231 -0.62
C -3.596 2.720 -2.596 0.361 4.301 -0.173 0.40
O -4.903 2.760 -2.913 -0.378 -0.641 -0.684 -0.39
C -5.548 1.540 -2.577 0.928 -0.145 0.023 -0.33
C -4.359 0.586 -2.159 -1.070 -0.926 0.085 -0.62
C -3.154 1.480 -1.968 0.067 -0.112 0.262 0.35
H -6.121 1.176 -3.429 0.105 -0.050 -0.061 0.28
H -6.253 1.852 -1.805 0.033 -0.713 0.412 0.22
H -4.093 -0.153 -2.916 -0.424 0.213 -0.466 0.29
H -4.697 -0.051 -1.341 0.359 0.294 0.449 0.34
H -2.226 1.191 -2.461 -0.120 -0.388 0.205 0.38
H -2.896 1.805 -0.960 0.005 -0.430 0.161 -0.31
C 1.336 -5.195 -1.374 -0.347 -1.958 0.394 -1.16
C 2.165 -4.344 -2.253 -1.934 1.081 -1.122 0.80
O 2.313 -4.519 -3.434 0.249 -1.646 -1.014 -0.57
C 2.554 -3.065 -1.742 1.849 2.300 1.125 -0.89
H 0.503 -4.756 -0.825 0.269 0.748 -0.230 0.32
H 1.960 -5.646 -0.601 0.138 -0.096 0.085 0.31
H 0.900 -6.000 -1.964 0.164 -0.117 -0.036 0.32
H 3.308 -3.233 -0.973 -0.212 0.302 0.653 0.26
H 1.735 -2.442 -1.381 -0.049 -0.301 0.446 0.29
H 3.072 -2.462 -2.487 -0.123 -0.243 -0.254 0.33
C -2.728 2.645 2.065 -1.112 0.512 0.277 -1.25
C -4.022 2.916 1.302 2.372 -1.755 0.791 0.92
O -4.011 3.725 0.453 -0.860 2.767 -2.567 -0.53
C -5.133 2.006 1.578 -1.783 -1.313 0.842 -1.09
H -2.859 3.285 2.937 0.204 -0.299 0.638 0.43
H -1.854 3.046 1.551 -0.161 -0.514 -0.191 0.27
H -2.718 1.586 2.325 0.711 0.258 0.190 0.40
H -5.913 2.446 2.199 0.382 0.255 0.706 0.35
H -4.709 1.126 2.062 -0.496 -0.068 0.158 0.30
H -5.796 1.681 0.777 0.707 0.134 -0.787 0.23
```
Forces are in eV/Å.

Output
Total charge: -1
E_HOMO (eV): -6.1
Energy (eV): -47897.88337
Frontier orbital gap (eV): 8.590
LUMO (eV): 2.53